(1)
{
  "formula": "C27H81F2GaO13P",
  "method": "ωB97M-V/def2-TZVPD",
  "multiplicity": 1,
  "total_energy_ev": -123028.0102,
  "max_force_ev_per_a": 2.88,
  "charge": -1,
  "symbols": ["O", "P", "Ga", "F", "C", "C", "C", "F", "H", "H", "H", "H", "H", "H", "H", "H", "H", "C", "C", "O", "H", "H", "H", "H", "H", "H", "C", "C", "O", "H", "H", "H", "H", "H", "H", "C", "C", "O", "H", "H", "H", "H", "H", "H", "C", "C", "O", "H", "H", "H", "H", "H", "H", "C", "C", "O", "H", "H", "H", "H", "H", "H", "C", "C", "O", "H", "H", "H", "H", "H", "H", "C", "C", "O", "H", "H", "H", "H", "H", "H", "C", "C", "O", "H", "H", "H", "H", "H", "H", "C", "C", "O", "H", "H", "H", "H", "H", "H", "C", "C", "O", "H", "H", "H", "H", "H", "H", "C", "C", "O", "H", "H", "H", "H", "H", "H", "C", "C", "O", "H", "H", "H", "H", "H", "H"],
  "xyz": [[2.537691, -0.141604, -0.499882], [2.690914, 0.853523, -1.726420], [1.826480, 3.017740, -1.250556], [3.154201, 4.286936, -1.814676], [0.056950, 3.178737, -2.311545], [-1.239593, 2.455560, -1.616653], [-0.977398, 0.934215, -1.065241], [-1.257507, -0.094058, -2.135819], [4.099734, 1.069764, -2.052066], [2.037968, 0.414677, -2.936967], [1.623898, 3.241927, 0.350342], [-0.196802, 4.344405, -2.356153], [0.188443, 2.859784, -3.454164], [-1.754376, 3.112758, -0.769993], [-2.066651, 2.359372, -2.472026], [-1.814734, 0.732843, -0.238301], [0.047446, 0.767494, -0.525547], [4.173122, -3.705835, -4.215698], [4.329488, -2.485753, -3.331802], [3.417254, -1.474878, -3.734673], [4.353141, -3.446892, -5.264194], [4.872717, -4.493049, -3.921035], [3.153289, -4.099697, -4.155577], [5.343262, -2.082431, -3.411692], [4.138251, -2.733688, -2.283197], [2.519621, -1.840180, -3.652047], [-3.026878, -2.713527, 0.711225], [-2.870512, -1.493446, 1.595121], [-3.782746, -0.482570, 1.192251], [-2.846859, -2.454584, -0.337270], [-2.327283, -3.500741, 1.005888], [-4.046711, -3.107389, 0.771346], [-1.856738, -1.090123, 1.515231], [-3.061749, -1.741381, 2.643726], [-4.680379, -0.847872, 1.274876], [3.350259, 0.558277, 3.375301], [4.459853, -0.178482, 2.653976], [3.916609, -1.243137, 1.887333], [2.800256, -0.122902, 4.032791], [3.752958, 1.379582, 3.974681], [2.626826, 0.964683, 2.660963], [5.168400, -0.601658, 3.372079], [5.006326, 0.493030, 1.984607], [3.295108, -0.856008, 1.247111], [-0.009206, 6.415161, 3.226701], [0.194258, 5.039951, 2.625268], [0.406209, 5.149318, 1.225460], [-0.867137, 6.914140, 2.764341], [-0.178492, 6.347995, 4.305031], [0.864090, 7.050286, 3.045675], [-0.689146, 4.415828, 2.789154], [1.058330, 4.539620, 3.073223], [1.197688, 5.698360, 1.090808], [7.054288, 5.242751, -2.165851], [7.065254, 3.897760, -1.469288], [5.996279, 3.825479, -0.537402], [7.148491, 6.054263, -1.436895], [7.875255, 5.316348, -2.884573], [6.107957, 5.397698, -2.694291], [8.003342, 3.756317, -0.924518], [6.958336, 3.081493, -2.190324], [5.167391, 3.943835, -1.032330], [-5.793858, -6.594747, -0.694376], [-5.095012, -5.337339, -0.220180], [-3.931956, -5.678501, 0.519587], [-6.072932, -7.224108, 0.156990], [-6.695330, -6.349114, -1.262687], [-5.129552, -7.191908, -1.327540], [-5.754445, -4.754695, 0.429792], [-4.801096, -4.708789, -1.066439], [-3.349225, -6.188405, -0.069004], [-9.363885, -7.998615, -3.357031], [-8.530058, -6.789882, -3.728538], [-7.151807, -7.131570, -3.724229], [-9.081986, -8.370742, -2.366649], [-10.429008, -7.750731, -3.351329], [-9.196086, -8.817309, -4.064410], [-8.683892, -5.982146, -3.006951], [-8.796955, -6.419677, -4.723188], [-7.024295, -7.843755, -4.374267], [4.602437, 4.670208, -5.781959], [5.436264, 5.878941, -6.153465], [6.814515, 5.537253, -6.149157], [4.884337, 4.298081, -4.791577], [3.537314, 4.918092, -5.776257], [4.770236, 3.851514, -6.489338], [5.282431, 6.686677, -5.431878], [5.169368, 6.249146, -7.148116], [6.942027, 4.825067, -6.799194], [-0.640921, -4.722813, -1.057677], [0.735843, -5.023840, -1.612857], [1.098123, -4.040361, -2.570911], [-1.384062, -4.703448, -1.861522], [-0.937102, -5.474565, -0.320716], [-0.659972, -3.736527, -0.582620], [0.744800, -6.000413, -2.105824], [1.486805, -5.032062, -0.816865], [1.095416, -3.177961, -2.121162], [-1.809732, 2.588875, 6.466143], [-0.425760, 3.002293, 6.010041], [-0.235350, 4.391175, 6.236085], [-2.577119, 3.155855, 5.929065], [-1.974181, 1.521417, 6.294517], [-1.945540, 2.799768, 7.531920], [-0.301913, 2.810302, 4.940185], [0.347572, 2.449080, 6.551823], [-0.339047, 4.549857, 7.190067], [3.893138, 6.352936, 4.065906], [4.312953, 5.621467, 2.807721], [3.701108, 6.217329, 1.673287], [2.804614, 6.326871, 4.180967], [4.352793, 5.902935, 4.950316], [4.182856, 7.407621, 4.015858], [4.002207, 4.573499, 2.852315], [5.399175, 5.654241, 2.678635], [3.990085, 7.145369, 1.637926], [-7.432027, -4.670822, 4.358026], [-7.613391, -5.987093, 3.630800], [-6.896214, -5.966993, 2.405403], [-7.785212, -3.838398, 3.740666], [-7.982537, -4.668327, 5.302959], [-6.373137, -4.485911, 4.566259], [-8.670211, -6.157470, 3.405203], [-7.250515, -6.823285, 4.236374], [-5.957826, -5.823571, 2.617240]],
  "atomic_forces_ev_per_a": [[0.147, 1.158, -2.227], [0.217, -0.623, 2.326], [-0.454, 0.716, 0.345], [-0.415, -0.769, 0.089], [-1.085, 1.248, -0.833], [-0.403, -0.491, -1.264], [-1.783, 0.556, 1.162], [0.982, 1.925, 1.905], [-0.861, -0.567, -0.285], [0.635, -0.020, 0.476], [0.327, -0.358, -0.690], [0.463, -2.359, 0.026], [-0.464, 0.451, 2.433], [1.482, -1.472, -1.606], [1.542, 0.015, 1.941], [1.724, 0.214, -1.912], [-1.641, 0.039, -1.623], [0.044, -0.230, -0.196], [-0.345, -0.222, -0.019], [-0.177, -0.018, -0.142], [0.099, 0.020, 0.125], [-0.050, -0.021, -0.037], [0.133, 0.008, 0.148], [-0.212, 0.146, 0.006], [0.169, -0.067, 0.033], [0.456, 0.182, -0.022], [0.141, -0.051, -0.022], [-0.185, -0.241, -0.205], [-0.446, 0.271, 0.087], [0.080, 0.056, 0.145], [-0.220, 0.024, -0.039], [0.171, -0.006, 0.141], [-0.216, 0.125, -0.006], [0.176, -0.114, 0.081], [0.518, 0.204, -0.095], [-0.140, 0.193, 0.173], [-0.449, -0.151, -0.423], [0.110, -0.175, 0.301], [0.142, 0.015, -0.010], [-0.071, 0.038, 0.004], [0.171, 0.047, -0.005], [-0.041, -0.095, -0.116], [0.070, 0.165, 0.133], [0.165, 0.033, -0.365], [-0.161, 0.183, 0.306], [0.314, 0.378, -0.415], [-0.245, 0.371, 0.101], [0.046, -0.133, 0.036], [0.032, 0.035, -0.026], [0.000, -0.107, 0.035], [0.097, 0.013, -0.168], [-0.031, -0.075, 0.222], [-0.136, -0.421, 0.019], [0.157, 0.203, -0.183], [-0.601, 0.167, 0.098], [0.143, -0.116, 0.036], [0.044, -0.141, -0.023], [-0.075, 0.060, -0.044], [0.106, -0.093, -0.003], [-0.152, -0.054, 0.064], [0.205, -0.008, -0.148], [-0.137, 0.050, 0.185], [-0.237, -0.111, 0.055], [0.004, -0.317, -0.314], [0.403, -0.267, 0.160], [-0.024, 0.214, -0.043], [0.147, -0.123, -0.015], [-0.102, 0.152, -0.122], [0.201, -0.095, 0.002], [-0.168, 0.077, -0.055], [-0.305, 0.297, 0.331], [-0.202, -0.078, 0.157], [0.027, -0.341, -0.148], [0.279, -0.161, -0.231], [-0.047, 0.139, -0.098], [0.049, -0.093, -0.014], [-0.091, 0.099, -0.032], [0.211, -0.085, -0.098], [-0.196, 0.107, 0.057], [-0.039, 0.406, 0.360], [-0.170, -0.040, 0.162], [-0.120, -0.395, -0.071], [0.479, -0.094, -0.259], [-0.124, 0.150, -0.093], [0.072, -0.113, 0.038], [-0.079, 0.090, -0.059], [0.214, -0.108, -0.086], [-0.184, 0.119, 0.014], [-0.091, 0.374, 0.414], [-0.160, -0.033, 0.051], [-0.088, 0.318, 0.142], [0.153, 0.296, -0.145], [0.099, -0.048, 0.053], [-0.008, 0.081, 0.050], [0.059, -0.183, 0.007], [0.104, 0.194, -0.101], [-0.064, -0.168, 0.092], [-0.025, -0.341, -0.116], [-0.208, -0.134, -0.071], [-0.156, -0.026, 0.228], [0.107, 0.379, 0.281], [0.145, -0.109, -0.018], [-0.040, 0.077, 0.057], [0.058, -0.113, -0.013], [0.073, 0.202, 0.153], [-0.020, -0.193, -0.111], [0.066, -0.072, -0.544], [-0.112, -0.032, 0.235], [0.027, 0.258, 0.038], [-0.174, 0.349, -0.186], [0.146, -0.102, 0.009], [-0.035, 0.085, -0.002], [0.099, -0.056, 0.044], [-0.007, 0.174, -0.231], [0.037, -0.169, 0.110], [-0.138, -0.536, -0.044], [-0.111, 0.180, 0.142], [0.328, 0.192, 0.027], [0.206, -0.058, -0.101], [-0.032, -0.156, 0.073], [0.083, 0.060, -0.026], [-0.088, -0.080, 0.078], [0.193, -0.030, -0.140], [-0.161, -0.013, 0.155], [-0.371, -0.107, -0.211]],
  "mulliken_charge": [-0.598, 0.225, -0.002, -0.597, -0.486, -0.722, 0.721, -0.392, -0.048, -0.042, 0.043, 0.299, 0.307, 0.239, 0.305, -0.183, -0.170, -0.982, -0.248, -0.467, 0.277, 0.345, 0.232, 0.339, 0.226, 0.279, -0.300, -0.566, -0.526, 0.237, 0.207, 0.088, 0.326, 0.320, 0.294, -0.830, -0.218, -0.513, 0.293, 0.296, 0.204, 0.293, 0.188, 0.348, -1.158, 0.105, -0.416, 0.339, 0.252, 0.290, 0.343, 0.016, 0.220, -0.872, -0.281, -0.402, 0.259, 0.351, 0.141, 0.295, 0.271, 0.218, -0.898, -0.427, -0.482, 0.274, 0.093, 0.424, 0.325, 0.350, 0.272, -0.988, -0.261, -0.472, 0.262, 0.327, 0.310, 0.281, 0.303, 0.274, -0.865, -0.312, -0.511, 0.167, 0.291, 0.364, 0.280, 0.305, 0.290, -0.705, -0.449, -0.444, 0.279, 0.266, 0.205, 0.325, 0.297, 0.218, -1.096, -0.097, -0.467, 0.279, 0.324, 0.339, 0.228, 0.251, 0.256, -0.930, -0.089, -0.451, 0.091, 0.358, 0.342, 0.127, 0.324, 0.239, -1.060, -0.281, -0.391, 0.260, 0.356, 0.340, 0.271, 0.268, 0.223]
}

---

(2)
{
  "formula": "C5H10N",
  "method": "ωB97M-V/def2-TZVPD",
  "multiplicity": 1,
  "total_energy_ev": -6827.5649,
  "de_lowest_ev": 2.637,
  "max_force_ev_per_a": 5.02,
  "charge": 1,
  "smiles": "C=[N+]1[C@H](C)[C@@H]1C",
  "symbols": ["C", "N", "C", "C", "C", "C", "H", "H", "H", "H", "H", "H", "H", "H", "H", "H"],
  "xyz": [[-0.852274, 1.030207, 1.912581], [-0.624442, 0.550588, 0.767514], [-0.931651, -0.467514, -0.165656], [-0.024559, -1.730386, -0.038659], [-0.380612, 0.850558, -0.592794], [1.051790, 0.805392, -1.159000], [-1.180802, 0.309838, 2.553556], [-0.764427, 2.130032, 2.292839], [-2.011319, -0.590660, -0.355169], [0.878709, -1.594636, 0.393524], [0.121454, -1.949325, -1.047132], [-0.651186, -2.375511, 0.478323], [-0.940421, 1.543908, -1.039497], [1.758883, 0.273532, -0.487217], [1.520629, 1.734656, -1.055459], [1.153230, 0.403167, -2.210980]],
  "atomic_forces_ev_per_a": [[0.637, 2.602, -0.568], [-0.264, 2.547, 0.995], [0.084, -1.435, 0.122], [-3.531, 2.378, -1.724], [4.089, -2.844, -0.624], [0.529, -1.300, 0.734], [-1.134, -1.598, 2.243], [0.316, -2.087, -1.258], [0.594, -0.288, 0.433], [2.616, 0.735, 1.625], [0.303, -1.368, -1.587], [-0.629, -1.883, 0.751], [-2.624, 2.579, -1.368], [-0.766, -0.504, -0.472], [0.269, 1.936, -0.594], [-0.491, 0.530, 1.292]],
  "nbo_charge": [0.140, -0.227, -0.016, -0.595, -0.045, -0.639, 0.205, 0.256, 0.252, 0.228, 0.239, 0.236, 0.235, 0.230, 0.241, 0.262]
}

---

charge of number 1 (C27H81F2GaO13P)?
-1